(1)
Computed, not measured: the molecule C3H2Cl2N2O at a distorted geometry, with ωB97M-V with the def2-TZVPD basis set.

## Properties
energy relative to the best compared isomer or geometry (same formula, charge and spin) = 427.4 kJ/mol
total energy = -33211.0543 eV
E_LUMO (spin up / spin down) = -0.0684 / -0.0609 hartree
spin multiplicity = 1
HOMO energy (spin up / spin down) = -9.2 / -9.5 eV
gap between HOMO and LUMO (spin up / spin down) = 7.3 / 7.8 eV
maximum force = 0.0570 hartree/bohr
net charge = 0

```
10
Properties=species:S:1:pos:R:3:forces:R:3:lowdin_charge:R:1
C 1.483 -0.686 0.504 2.24 -0.68 0.77 -0.318
C -0.248 0.982 0.235 -0.57 0.62 -0.57 -0.583
C -0.981 -0.108 -0.538 -1.29 1.02 0.86 -0.706
N 0.873 -1.202 -0.446 2.69 -1.02 0.57 0.045
N -0.070 -0.888 -1.201 -0.94 -0.99 -2.34 -0.018
O 2.438 -0.591 1.191 -1.68 0.39 -0.27 0.174
Cl 0.787 2.175 -0.419 -0.11 -0.41 -0.53 0.693
Cl -1.756 -1.126 0.815 -0.15 0.26 -0.16 0.575
H -0.706 1.378 1.094 -0.58 0.08 1.07 0.029
H -1.818 0.067 -1.236 0.38 0.74 0.61 0.109
```
Positions in Å, forces in eV/Å.

=====

(2)
Computed, not measured: a cluster of 2 separate species, C6H12N2O in total at a distorted geometry, with ωB97M-V with the def2-TZVPD basis set.

## Properties
energy relative to the best compared isomer or geometry (same formula, charge and spin) = 208.5 kJ/mol
total energy = -11442.5102 eV
E_LUMO = 0.0283 hartree
spin multiplicity = 1
HOMO energy = -9.1 eV
gap between HOMO and LUMO = 9.8 eV
maximum force = 0.0641 hartree/bohr
net charge = 0

```
21
Properties=species:S:1:pos:R:3:forces:R:3:lowdin_charge:R:1
H -1.547 -0.165 2.176 0.10 0.16 -0.07 0.051
N -2.148 0.015 1.381 0.35 -0.71 -0.44 0.121
C -1.645 0.770 0.491 -0.45 2.47 2.13 -0.630
N -2.411 1.195 -0.565 0.60 -0.20 -0.38 0.146
O -0.555 1.649 0.672 -0.82 -0.72 -0.47 0.014
H -1.907 1.633 -1.315 0.01 0.00 -0.11 0.101
H -3.141 0.559 -0.836 0.02 -0.07 -0.01 0.100
H -0.222 1.574 1.575 -0.22 -0.24 -0.17 0.101
C -1.141 -2.023 -1.002 -0.57 0.18 0.27 -0.104
C -0.165 -0.980 -0.728 1.88 -0.17 -0.39 -0.119
C 0.847 -0.328 -0.605 -0.85 -0.71 -0.45 -0.059
C 2.077 0.447 -0.504 -0.03 0.07 0.19 -0.259
C 2.765 0.250 0.849 0.06 0.12 -0.10 -0.103
H -1.582 -1.881 -1.989 -0.01 -0.08 -0.01 0.077
H -1.931 -1.952 -0.252 -0.13 -0.20 -0.08 0.058
H -0.686 -3.012 -0.949 0.01 0.06 -0.04 0.079
H 2.750 0.135 -1.309 -0.05 0.10 0.04 0.112
H 1.839 1.503 -0.655 0.07 -0.04 -0.02 0.107
H 3.646 0.888 0.918 0.05 -0.04 0.05 0.070
H 2.090 0.511 1.663 -0.01 0.01 0.05 0.062
H 3.067 -0.788 0.983 0.00 0.01 0.01 0.076
```
Positions in Å, forces in eV/Å.

=====

(3)
Computed, not measured: the molecule C20H22FN3O2, with ωB97M-V with the def2-TZVPD basis set.

## Properties
energy relative to the best compared isomer or geometry (same formula, charge and spin) = 0.0 kJ/mol
total energy = -32381.7205 eV
E_LUMO = 0.0198 hartree
spin multiplicity = 1
HOMO energy = -8.3 eV
gap between HOMO and LUMO = 8.8 eV
maximum force = 0.0105 hartree/bohr
net charge = 0

```
48
Properties=species:S:1:pos:R:3:forces:R:3:lowdin_charge:R:1
C 0.606 4.403 4.676 0.01 0.06 -0.05 -0.051
C 1.413 3.503 3.789 0.05 -0.02 0.06 -0.272
C 2.794 3.647 3.716 -0.09 -0.03 -0.03 -0.045
C 3.544 2.849 2.871 0.03 0.01 0.00 -0.065
C 2.924 1.889 2.093 -0.14 -0.12 -0.08 -0.020
C 1.547 1.714 2.172 0.28 0.28 0.03 -0.132
C 0.925 0.666 1.310 -0.22 0.01 0.28 -0.441
O 1.366 0.387 0.211 0.23 -0.08 -0.28 0.063
N -0.155 0.057 1.860 -0.22 0.01 0.26 0.109
C -0.891 -1.026 1.225 0.25 -0.05 -0.42 -0.293
C -1.462 -0.571 -0.122 -0.15 -0.20 0.09 -0.113
C -2.147 -1.734 -0.838 -0.19 0.39 -0.07 -0.133
N -1.255 -2.863 -0.959 0.09 0.03 0.17 -0.052
C -1.061 -3.617 -2.073 -0.23 -0.06 -0.15 -0.516
O -0.670 -4.766 -2.036 0.12 -0.32 -0.05 0.068
N -1.389 -3.014 -3.287 -0.28 -0.41 -0.20 0.123
C -0.982 -1.744 -3.710 0.19 0.45 -0.12 -0.265
C -1.598 -1.179 -4.827 0.09 -0.07 0.23 -0.021
C -1.233 0.078 -5.269 0.21 0.19 0.02 -0.011
C -0.250 0.769 -4.584 -0.02 -0.10 0.03 -0.279
F 0.096 2.006 -5.008 -0.02 -0.07 0.04 0.049
C 0.394 0.223 -3.489 -0.09 0.24 -0.22 0.008
C 0.032 -1.041 -3.063 -0.12 -0.18 -0.20 -0.021
C -0.785 -3.360 0.315 0.43 -0.13 0.10 -0.134
C -0.002 -2.259 1.023 -0.30 -0.05 0.08 -0.112
C 0.799 2.530 3.015 0.12 -0.07 -0.05 0.001
H -0.392 4.003 4.838 -0.07 0.01 0.05 0.074
H 0.510 5.387 4.218 -0.06 0.08 0.04 0.085
H 1.095 4.531 5.640 -0.03 0.03 0.08 0.080
H 3.281 4.398 4.321 0.05 0.08 0.07 0.113
H 4.615 2.977 2.818 0.09 0.00 0.00 0.105
H 3.490 1.263 1.420 0.04 -0.05 -0.07 0.117
H -0.381 0.276 2.816 0.10 0.01 -0.06 0.133
H -1.717 -1.288 1.898 0.08 0.04 -0.04 0.152
H -2.182 0.235 0.033 -0.02 0.04 0.01 0.125
H -0.646 -0.189 -0.732 -0.09 0.01 0.03 0.086
H -2.492 -1.419 -1.821 -0.05 -0.05 0.13 0.119
H -3.023 -2.052 -0.251 -0.01 0.01 -0.10 0.131
H -1.514 -3.691 -4.027 0.14 0.00 0.22 0.151
H -2.364 -1.733 -5.349 -0.12 -0.04 -0.02 0.114
H -1.703 0.525 -6.131 -0.03 0.07 -0.08 0.117
H 1.169 0.773 -2.979 0.09 0.09 0.05 0.123
H 0.552 -1.489 -2.232 0.05 0.00 0.11 0.119
H -0.158 -4.232 0.125 -0.15 0.08 0.09 0.124
H -1.639 -3.670 0.932 0.01 -0.06 -0.05 0.132
H 0.360 -2.620 1.987 0.02 0.01 0.04 0.121
H 0.857 -1.969 0.417 0.03 -0.04 0.02 0.115
H -0.278 2.435 3.048 -0.10 -0.01 0.01 0.116
```
Positions in Å, forces in eV/Å.

=====

(4)
Computed, not measured: a cluster of 3 separate species, C2H11NO2 in total at a distorted geometry, with ωB97M-V with the def2-TZVPD basis set.

## Properties
energy relative to the best compared isomer or geometry (same formula, charge and spin) = 103.5 kJ/mol
total energy = -7836.8536 eV
E_LUMO = 0.0291 hartree
spin multiplicity = 1
HOMO energy = -9.8 eV
gap between HOMO and LUMO = 10.6 eV
maximum force = 0.0356 hartree/bohr
net charge = 0

```
16
Properties=species:S:1:pos:R:3:forces:R:3:lowdin_charge:R:1
C -0.034 -1.457 1.322 -0.05 -0.20 -1.82 -0.111
C -0.475 0.010 1.160 1.03 -0.61 0.91 -0.342
N -1.213 0.324 -0.047 -0.32 -0.25 0.12 -0.018
H -0.891 -2.129 1.274 -0.02 -0.23 0.93 0.062
H 0.762 -1.663 2.045 -0.77 0.09 0.46 0.070
H 0.463 -1.747 0.377 0.02 0.37 0.08 0.067
H 0.470 0.524 1.245 0.20 0.84 -0.60 0.094
H -1.021 0.400 2.019 -0.32 -0.31 0.03 0.104
H -2.086 -0.197 -0.023 0.15 -0.28 -0.04 0.068
H -0.750 0.001 -0.887 0.22 0.11 0.04 0.083
O -3.746 1.704 -0.475 -0.08 -0.11 0.50 -0.075
H -4.033 2.236 0.272 -0.34 0.25 -0.12 0.029
H -2.994 1.240 -0.078 0.28 0.34 -0.50 -0.029
O 5.078 -0.529 -1.730 1.42 -0.97 0.48 -0.072
H 5.808 -0.471 -1.089 -0.52 1.06 0.36 0.037
H 5.434 -1.368 -2.062 -0.91 -0.10 -0.83 0.035
```
Positions in Å, forces in eV/Å.

=====

(5)
Computed, not measured: the molecule C3H6N2O at a distorted geometry, with ωB97M-V with the def2-TZVPD basis set.

## Properties
energy relative to the best compared isomer or geometry (same formula, charge and spin) = 343.0 kJ/mol
total energy = -8233.1442 eV
E_LUMO = 0.0246 hartree
spin multiplicity = 1
HOMO energy = -9.6 eV
gap between HOMO and LUMO = 10.3 eV
maximum force = 0.1236 hartree/bohr
net charge = 0

```
12
Properties=species:S:1:pos:R:3:forces:R:3:lowdin_charge:R:1
C 1.145 -1.093 -0.212 -1.35 -5.83 -2.16 -0.029
C 1.354 0.055 0.240 1.41 4.05 3.33 -0.097
C 0.318 1.128 0.035 3.43 3.41 -0.18 -0.495
O 0.681 2.322 -0.111 -0.17 -1.91 0.16 0.002
N -0.980 0.930 0.019 -2.95 -3.58 0.58 0.011
N -1.998 -0.171 0.159 4.31 -2.49 -0.72 0.048
H 1.652 -2.003 0.063 0.93 0.14 -0.04 0.069
H 0.349 -1.364 -0.897 -0.37 0.42 0.04 0.063
H 2.307 0.180 0.902 -2.18 0.54 -1.15 0.157
H -1.565 1.624 -0.267 -0.81 3.07 -0.72 0.095
H -1.790 -0.756 -0.719 -1.02 1.12 1.00 0.087
H -1.473 -0.852 0.790 -1.23 1.07 -0.15 0.089
```
Positions in Å, forces in eV/Å.

=====

(6)
Computed, not measured: a structure of composition C6H14IN3 at a distorted geometry, with ωB97M-V with the def2-TZVPD basis set.

## Properties
energy relative to the best compared isomer or geometry (same formula, charge and spin) = 200.1 kJ/mol
total energy = -19013.5440 eV
E_LUMO = -0.0023 hartree
spin multiplicity = 1
HOMO energy = -6.3 eV
gap between HOMO and LUMO = 6.3 eV
maximum force = 0.1690 hartree/bohr
net charge = 0

```
24
Properties=species:S:1:pos:R:3:forces:R:3:lowdin_charge:R:1
C 1.496 2.480 1.423 0.58 0.85 0.00 0.103
C 1.259 2.075 0.305 0.83 -1.85 -0.56 -0.113
C 1.314 1.233 -1.007 0.24 2.12 0.13 -0.129
N 0.076 0.419 -1.262 0.94 0.69 -0.22 -0.121
C -1.219 1.157 -0.936 -2.29 -0.21 0.02 -0.205
N -1.834 0.760 0.320 0.55 0.61 -0.77 0.042
C 0.115 -0.996 -0.660 2.95 0.88 0.68 -0.455
N 0.640 -1.001 0.732 -0.76 0.43 -0.88 -0.117
C -0.063 -1.886 1.697 0.72 -0.29 1.08 -0.239
H 1.862 2.990 2.351 -0.92 -0.89 -1.43 0.065
H 1.409 1.970 -1.871 -0.10 -0.83 1.10 0.136
H 2.210 0.555 -1.074 -0.94 0.71 0.50 0.137
H 0.046 0.264 -2.285 0.13 -0.06 0.69 0.172
H -1.948 0.850 -1.755 0.97 0.34 0.98 0.147
H -1.113 2.280 -1.030 0.45 -1.34 0.29 0.136
H -2.325 -0.135 0.259 0.46 0.27 0.06 0.054
H -1.193 0.809 1.114 -0.31 -0.13 -0.38 0.068
H 0.849 -1.595 -1.296 -1.00 1.05 0.26 0.111
H -0.935 -1.541 -0.818 2.50 4.21 0.22 -0.420
H 1.651 -1.131 0.762 -0.55 -0.19 -0.02 0.100
H -0.108 -2.930 1.285 -0.33 1.12 0.89 -0.041
H -1.074 -1.462 1.962 0.96 -0.74 -0.48 0.067
H 0.516 -1.961 2.677 -0.45 0.53 -1.24 0.087
I -1.540 -3.055 -0.734 -4.65 -7.28 -0.92 0.413
```
Positions in Å, forces in eV/Å.

=====

Copy entry 2 word for word.
Computed, not measured: a cluster of 2 separate species, C6H12N2O in total at a distorted geometry, with ωB97M-V with the def2-TZVPD basis set.

## Properties
energy relative to the best compared isomer or geometry (same formula, charge and spin) = 208.5 kJ/mol
total energy = -11442.5102 eV
E_LUMO = 0.0283 hartree
spin multiplicity = 1
HOMO energy = -9.1 eV
gap between HOMO and LUMO = 9.8 eV
maximum force = 0.0641 hartree/bohr
net charge = 0

```
21
Properties=species:S:1:pos:R:3:forces:R:3:lowdin_charge:R:1
H -1.547 -0.165 2.176 0.10 0.16 -0.07 0.051
N -2.148 0.015 1.381 0.35 -0.71 -0.44 0.121
C -1.645 0.770 0.491 -0.45 2.47 2.13 -0.630
N -2.411 1.195 -0.565 0.60 -0.20 -0.38 0.146
O -0.555 1.649 0.672 -0.82 -0.72 -0.47 0.014
H -1.907 1.633 -1.315 0.01 0.00 -0.11 0.101
H -3.141 0.559 -0.836 0.02 -0.07 -0.01 0.100
H -0.222 1.574 1.575 -0.22 -0.24 -0.17 0.101
C -1.141 -2.023 -1.002 -0.57 0.18 0.27 -0.104
C -0.165 -0.980 -0.728 1.88 -0.17 -0.39 -0.119
C 0.847 -0.328 -0.605 -0.85 -0.71 -0.45 -0.059
C 2.077 0.447 -0.504 -0.03 0.07 0.19 -0.259
C 2.765 0.250 0.849 0.06 0.12 -0.10 -0.103
H -1.582 -1.881 -1.989 -0.01 -0.08 -0.01 0.077
H -1.931 -1.952 -0.252 -0.13 -0.20 -0.08 0.058
H -0.686 -3.012 -0.949 0.01 0.06 -0.04 0.079
H 2.750 0.135 -1.309 -0.05 0.10 0.04 0.112
H 1.839 1.503 -0.655 0.07 -0.04 -0.02 0.107
H 3.646 0.888 0.918 0.05 -0.04 0.05 0.070
H 2.090 0.511 1.663 -0.01 0.01 0.05 0.062
H 3.067 -0.788 0.983 0.00 0.01 0.01 0.076
```
Positions in Å, forces in eV/Å.